47
Properties=species:S:1:pos:R:3 method="wB97M-V/def2-TZVPD" energy_ev=-43859.9352 homo_ev=-1.11 charge=-2 homo_lumo_gap_ev=5.593 de_lowest_kcal_mol=21.2
Sr 1.1564 -0.8555 1.1114
C 2.7699 -1.7174 2.7751
C 3.4611 -1.5992 1.5680
C 3.4715 -0.2530 1.2104
C 2.7989 0.4559 2.2003
C 2.3629 -0.4483 3.1593
H 2.6208 -2.6313 3.3465
H 3.9742 -2.4021 1.0427
H 3.9959 0.1763 0.3605
H 2.6494 1.5236 2.2315
H 1.8172 -0.2067 4.0619
O 0.7403 3.9128 2.5011
C 0.3258 3.1090 1.6589
O -0.3109 2.0497 1.8330
C 0.5657 3.4917 0.1770
C 0.6591 4.8568 -0.1767
C 0.7585 5.2050 -1.4955
C 0.7466 4.1883 -2.4752
C 0.7804 4.4370 -3.8601
C 0.7021 3.3991 -4.7536
C 0.5841 2.0787 -4.3005
C 0.5674 1.8005 -2.9597
C 0.6549 2.8437 -2.0183
N 0.5931 2.5268 -0.7112
H 0.6411 5.5923 0.6153
H 0.8125 6.2438 -1.8083
H 0.8491 5.4621 -4.2079
H 0.7238 3.5947 -5.8193
H 0.4896 1.2732 -5.0143
H 0.4529 0.7960 -2.5831
N -1.8734 1.0387 -0.3116
C -2.5147 0.8474 -1.2590
H -1.2684 1.2756 0.4746
I 0.2119 -2.0957 -1.8702
O -0.7192 -3.5192 1.5931
B -1.1228 -2.1562 1.4594
O -2.5249 -2.2084 1.2408
C -2.9102 -3.4910 1.1812
C -4.1525 -4.0381 0.9271
C -4.2456 -5.4240 0.9053
C -3.1405 -6.2292 1.1385
C -1.8869 -5.6858 1.3874
C -1.7868 -4.3089 1.4017
H -5.0055 -3.4088 0.7267
H -5.2021 -5.8796 0.6829
H -3.2515 -7.3060 1.1194
H -1.0204 -6.3148 1.5339



44
Properties=species:S:1:pos:R:3 method="wB97M-V/def2-TZVPD" energy_ev=-46418.6563 homo_ev="-14.27 / -14.27" charge=+2 homo_lumo_gap_ev="5.908 / 5.909" de_lowest_kcal_mol=0.0
C 0.1269 0.4626 -5.7999
C 1.4867 0.9510 -5.4501
C -0.1271 -0.9854 -5.7442
C -0.9935 1.3836 -5.4701
Cl 0.0865 1.0308 -0.8711
H -0.2076 -1.5016 -6.7136
H -1.0703 -1.1492 -5.1998
H 0.6919 -1.4579 -5.1794
H 2.1301 1.3024 -6.2859
H 2.0348 0.1446 -4.9295
H 1.3821 1.7940 -4.7381
H -1.4629 1.9296 -6.3156
H -0.6224 2.1411 -4.7522
H -1.7918 0.8114 -4.9649
C 1.6868 -1.7828 2.4829
C 0.7990 -2.5429 1.6544
C 1.0871 -2.2207 0.2798
H 0.0787 -3.2911 2.0184
C 2.1635 -1.2959 0.2639
C 2.5260 -1.0074 1.6259
H 3.3029 -0.2960 1.9352
H 1.7431 -1.8435 3.5790
H 0.6024 -2.6527 -0.6020
H 2.6692 -0.9153 -0.6285
C -2.5662 0.7096 1.9359
C -2.2872 -0.4643 2.7091
C -2.1507 -1.5657 1.7933
H -2.2503 -0.5132 3.8073
C -2.3374 -1.0647 0.4580
C -2.6167 0.3361 0.5481
H -2.8550 0.9972 -0.2913
H -2.6856 1.7260 2.3325
H -1.9861 -2.6188 2.0652
H -2.3123 -1.6534 -0.4676
Ce -0.0360 0.0082 1.3386
N 0.0674 2.0844 5.5009
C 1.4019 1.7073 5.4936
C 1.6292 1.1394 4.2753
N 0.4327 1.1680 3.5268
C -0.4809 1.7450 4.3196
H -0.4138 2.5810 6.2486
H 2.0659 1.8846 6.3255
H 2.5549 0.7693 3.8509
H -1.4957 2.0152 4.0352



59
Properties=species:S:1:pos:R:3 method="wB97M-V/def2-TZVPD" energy_ev=-49835.2350 homo_ev=-8.21 homo_lumo_gap_ev=7.842 de_lowest_kcal_mol=0.7 smiles="CCCCCCn1c(=O)c(C(=O)Nc2nc(CC(=O)OCC)cs2)c(O)c2ccccc21"
C 0.0470 -4.1212 1.1593
C -0.1766 -3.6427 -0.2697
C -1.6440 -3.3125 -0.5325
C -1.8592 -2.7614 -1.9440
C -3.2242 -2.0878 -2.1319
C -3.1953 -0.5926 -1.7953
N -2.8195 -0.3370 -0.4126
C -1.5056 0.0404 -0.1974
O -0.7772 0.2609 -1.1673
C -1.0600 0.1432 1.1750
C 0.3382 0.4600 1.4958
O 0.7425 0.5400 2.6666
N 1.1833 0.6528 0.4601
C 2.5044 0.9379 0.6358
N 3.3301 1.1120 -0.3393
C 4.5837 1.3756 0.1159
C 5.6751 1.6518 -0.8728
C 5.7065 3.1568 -1.0727
O 6.2572 3.9309 -0.3352
O 5.0156 3.5036 -2.1561
C 4.8408 4.8996 -2.4035
C 3.6756 5.4544 -1.5971
C 4.7051 1.4095 1.4709
S 3.1946 1.0856 2.2371
C -1.9347 -0.0861 2.2255
O -1.5721 -0.0221 3.4904
C -3.3054 -0.4151 1.9449
C -4.2134 -0.6200 2.9918
C -5.5200 -0.9465 2.7296
C -5.9365 -1.0724 1.4067
C -5.0597 -0.8798 0.3633
C -3.7197 -0.5432 0.6041
H -0.2507 -3.3524 1.8701
H -0.5383 -5.0162 1.3598
H 1.0962 -4.3522 1.3259
H 0.4265 -2.7493 -0.4492
H 0.1550 -4.4117 -0.9707
H -1.9721 -2.5887 0.2148
H -2.2510 -4.2115 -0.3971
H -1.0744 -2.0394 -2.1740
H -1.7612 -3.5844 -2.6547
H -3.9684 -2.6023 -1.5208
H -3.5323 -2.1706 -3.1758
H -4.1589 -0.1237 -2.0039
H -2.4371 -0.1046 -2.4119
H 0.7860 0.5853 -0.4879
H 6.6352 1.3234 -0.4772
H 5.4411 1.1629 -1.8160
H 4.6516 4.9771 -3.4761
H 5.7668 5.4250 -2.1470
H 2.7722 4.8877 -1.8093
H 3.8943 5.3832 -0.5343
H 3.5139 6.4972 -1.8549
H 5.5851 1.6079 2.0464
H -0.5946 0.2132 3.5126
H -3.8518 -0.5124 4.0021
H -6.2188 -1.1039 3.5358
H -6.9635 -1.3264 1.1906
H -5.4276 -0.9878 -0.6426



37
Properties=species:S:1:pos:R:3 method="wB97M-V/def2-TZVPD" energy_ev=-22406.2378 homo_ev="-13.47 / -13.47" charge=+1 homo_lumo_gap_ev="9.499 / 5.293" s_squared=0.7567 multiplicity=2 de_lowest_kcal_mol=35.4
C -0.0604 -1.5894 -3.4081
N 0.0752 -0.8783 -2.0894
C 1.4195 -0.5506 -1.8038
C 1.5324 -0.2188 -0.2576
C 2.0751 -1.4034 0.5708
C 2.4556 -0.9913 1.7714
C 1.8538 0.7569 -2.5386
O 2.7484 0.6138 -3.2739
H -1.0112 -2.0887 -3.4820
H 0.1404 -0.9418 -4.2634
H 0.5594 -2.4313 -3.4945
H -0.6035 -0.1087 -2.1518
H 2.1014 -1.4168 -2.1286
H 2.1926 0.6685 -0.1382
H 0.4248 0.0420 -0.0291
H 1.9779 -2.3696 0.1673
H 2.3443 0.0348 2.0803
H 2.7890 -1.7267 2.4910
H 1.4444 1.6648 -2.3424
H -1.6589 1.6653 -0.6295
H -0.6498 2.6814 -1.4381
O -1.0435 1.7829 -1.4922
H 0.7799 2.8475 2.2311
H -0.6887 2.6379 1.9441
O -0.0012 3.1934 1.7718
H -0.1919 -0.6221 4.3402
H 0.6078 0.3157 3.4629
O -0.2582 0.0738 3.6937
H -1.0404 -1.0742 -0.5831
H -1.0818 -1.7218 0.8257
O -1.5528 -1.2497 0.2445
H -3.3692 0.2860 2.2145
H -2.8092 0.2095 3.5129
O -3.3894 -0.2022 2.8959
H -3.4206 0.8467 0.1310
H -2.0950 0.2095 0.6163
O -2.5961 1.0550 0.5790



153
Properties=species:S:1:pos:R:3 method="wB97M-V/def2-TZVPD" energy_ev=-152714.1637 homo_ev=-9.43 homo_lumo_gap_ev=9.224 smiles="O=S1(=O)CCCC1.O=S1(=O)CCCC1.O=S1(=O)CCCC1.O=S1(=O)CCCC1.O=S1(=O)CCCC1.O=S1(=O)CCCC1.CCOC(=O)OC.CNC(C)=O.CNC(C)=O.CNC(C)=O.CNC(C)=O"
O -5.5046 0.0838 -5.3362
S -4.0713 -0.0421 -5.4387
O -3.3206 -0.0794 -6.6738
C -3.4683 1.2446 -4.2410
C -2.6103 0.4533 -3.2406
C -3.3208 -0.8924 -2.9987
C -3.6038 -1.4928 -4.4103
H -4.3385 1.7794 -3.8649
H -2.9269 2.0660 -4.7112
H -1.5775 0.4118 -3.5862
H -2.5958 0.9300 -2.2616
H -4.2411 -0.7637 -2.4341
H -2.7133 -1.6326 -2.4779
H -4.4051 -2.2246 -4.4724
H -2.7491 -1.8719 -4.9722
O -0.5599 2.9498 5.3481
S 0.6785 2.6228 4.6327
O 1.8245 3.4576 4.8737
C 0.9334 0.8391 5.1327
C 1.2169 0.0765 3.8453
C 0.2528 0.7101 2.8280
C 0.4332 2.1776 2.9223
H -0.0998 0.7158 5.4664
H 1.5304 0.6610 6.0244
H 2.2223 0.1203 3.4193
H 1.1123 -0.9771 4.1197
H -0.7813 0.3887 2.9724
H 0.5238 0.3593 1.8304
H -0.4244 2.6542 2.4489
H 1.4137 2.4265 2.5069
O -3.2540 6.1841 1.1989
S -2.6754 5.9450 -0.1129
O -1.9448 7.0154 -0.7754
C -1.6716 4.3874 -0.1513
C -2.0262 3.6485 -1.4151
C -3.5525 3.7594 -1.4416
C -3.9723 5.2331 -1.2943
H -1.9814 3.7581 0.6865
H -0.6379 4.6825 0.0311
H -1.6222 4.1822 -2.2800
H -1.7272 2.6042 -1.3826
H -3.9618 3.2318 -0.5722
H -4.0376 3.2382 -2.2672
H -4.9128 5.3654 -0.7667
H -3.9752 5.7068 -2.2730
O -1.7959 -3.6477 2.8229
S -1.6486 -4.4337 4.0139
O -1.4807 -5.8749 3.9375
C -0.2902 -3.7830 5.0954
C -0.9065 -2.5517 5.7700
C -2.3704 -2.8398 6.1527
C -2.9074 -3.9832 5.2724
H 0.6103 -3.7782 4.4862
H -0.1304 -4.5781 5.8266
H -0.1772 -2.2603 6.5283
H -0.9584 -1.6517 5.1481
H -3.0120 -1.9666 6.2463
H -2.3831 -3.1682 7.1970
H -3.8293 -3.7668 4.7366
H -3.0167 -4.8166 5.9610
O 0.8333 -5.1925 1.9651
S 2.1914 -4.7685 2.2323
O 2.4842 -3.4635 2.7679
C 3.0086 -6.0962 3.2028
C 4.4443 -6.1159 2.7378
C 4.3956 -6.0444 1.1969
C 3.2736 -5.1001 0.7627
H 2.6867 -7.1118 2.9388
H 2.7705 -6.1503 4.2665
H 5.0407 -5.2965 3.1374
H 4.8412 -7.1035 2.9722
H 4.3425 -7.0165 0.7124
H 5.3720 -5.6294 0.9378
H 2.5850 -5.5428 0.0420
H 3.5929 -4.1848 0.2683
O -5.5795 2.2791 2.2482
S -4.3080 1.7373 2.6607
O -3.1341 2.5805 2.4440
C -4.2953 1.0492 4.3638
C -4.6343 -0.4298 4.2572
C -3.7963 -0.9037 3.0866
C -4.1141 0.0974 1.9837
H -4.8434 1.5287 5.1738
H -3.2490 1.0604 4.6907
H -4.5288 -0.7721 5.2878
H -5.6974 -0.5662 4.0228
H -4.1210 -1.9123 2.8341
H -2.7571 -0.8734 3.4194
H -5.0524 -0.1199 1.4785
H -3.2354 0.1447 1.3338
C 2.2977 5.6796 -3.7104
C 1.5464 4.4219 -3.2330
O 0.3619 4.2391 -4.0258
C 0.2234 3.1729 -4.7736
O 0.8948 2.1530 -4.7290
O -0.8318 3.3120 -5.5514
C -1.1357 2.3079 -6.5215
H 3.3615 5.6646 -3.4847
H 1.8199 6.5356 -3.2361
H 2.1901 5.7649 -4.7920
H 1.1469 4.5295 -2.2279
H 2.1817 3.5470 -3.3538
H -1.0912 1.3567 -5.9968
H -0.5212 2.3854 -7.4127
H -2.1776 2.4566 -6.7917
C -0.8399 -4.3001 -3.4203
N -0.1679 -3.0299 -3.6578
C 0.5750 -2.6772 -4.7318
C 1.2450 -1.3515 -4.6428
O 0.7921 -3.4805 -5.6315
H -1.0675 -4.5100 -2.3795
H -0.2126 -5.1178 -3.7824
H -1.7581 -4.2921 -4.0111
H -0.0552 -2.5162 -2.7951
H 1.0478 -0.8445 -5.5945
H 2.3159 -1.3579 -4.4853
H 0.7166 -0.6586 -3.9851
C 6.1714 -1.5604 -3.0493
N 4.7479 -1.8752 -2.8760
C 4.0731 -1.8679 -1.7201
C 4.6729 -1.3331 -0.4383
O 2.9371 -2.3589 -1.6918
H 6.3492 -0.4823 -3.0469
H 6.6326 -1.9592 -3.9458
H 6.6641 -1.9635 -2.1635
H 4.3295 -2.2742 -3.6998
H 4.0374 -0.5783 0.0094
H 5.7023 -0.9774 -0.5007
H 4.7929 -2.2515 0.1420
C -0.7649 -2.2097 0.1953
N 0.2310 -1.4295 -0.4967
C -0.1129 -0.1692 -0.8455
C 0.9649 0.6803 -1.5340
O -1.0929 0.4276 -0.4137
H -1.3707 -2.7711 -0.5239
H -1.4914 -1.7395 0.8551
H -0.2517 -2.9065 0.8616
H 1.1815 -1.7309 -0.6550
H 0.4884 1.2517 -2.3269
H 1.7628 0.1307 -2.0412
H 1.4397 1.1592 -0.6766
C 4.5354 3.2861 -0.7654
N 4.3108 4.2306 0.3001
C 3.0467 4.5462 0.6952
C 2.8794 5.4139 1.9111
O 2.0435 4.2399 0.0786
H 3.9019 2.4075 -0.6456
H 5.5536 2.8960 -0.6866
H 4.4578 3.6941 -1.7727
H 5.0333 4.6120 0.8814
H 2.0840 4.9830 2.5148
H 2.3686 6.2789 1.4758
H 3.7362 5.7336 2.4963